Formula: C4H22NO6S2
Source: the OMol25 dataset
Level of theory: ωB97M-V/def2-TZVPD

Its LUMO energy is -2.7 eV. The value obtained for the largest force on an atom is 2.2 eV/A. The relative energy (zero: lowest compared OMol25 entry of this formula, charge and spin) comes out at 0.000 eV.

```
! RIJCOSX wB97M-V def2-TZVPD def2/J DEFGRID3
* xyz 1 1
N 0.635 -0.684 1.210
C -0.382 -1.054 0.180
C 0.070 -2.403 -0.449
O 1.500 -2.507 -0.323
C -1.747 -1.224 0.822
S -2.581 0.392 1.149
S -4.300 0.480 0.095
C -3.875 0.731 -1.648
H 0.315 -0.744 2.176
H 0.986 0.253 0.986
H 1.426 -1.335 1.133
H -0.358 -0.299 -0.600
H -0.253 -3.247 0.156
H -0.167 -2.338 -1.508
H 1.948 -2.049 -1.065
H -1.684 -1.672 1.810
H -2.414 -1.788 0.171
H -4.802 0.580 -2.188
H -3.246 -0.099 -1.941
H -3.361 1.674 -1.782
H 0.680 3.820 -3.538
H 1.058 4.736 -2.379
O 0.454 4.026 -2.626
H 2.396 1.953 0.630
H 3.641 0.966 0.993
O 2.741 1.041 0.664
H 0.554 2.640 -0.809
H 0.448 3.404 0.505
O 0.718 2.553 0.140
H 3.097 -1.327 -2.861
H 3.197 -0.347 -1.703
O 3.326 -1.281 -1.923
H -0.732 -1.899 4.952
H 0.722 -1.485 5.097
O -0.013 -1.466 4.476
*
```